{"formula": "CH3O3S", "method": "ωB97M-V with the def2-TZVPD basis set", "species": ["S", "O", "C", "O", "O", "H", "H", "H"], "positions_angstrom": [[-1.24661, -0.76013, 0.59907], [1.88539, -0.42697, 0.30336], [1.15400, 0.41875, -0.29192], [-1.75893, -0.64210, -0.73917], [-2.20981, -0.40921, 1.62725], [0.66018, -0.15926, -1.23161], [1.49036, 1.44988, -0.69469], [0.02543, 0.52905, 0.42771]], "forces_ev_per_a": [[0.5, -0.1, 0.5], [1.3, 0.7, 0.9], [-1.3, -2.3, -2.5], [-0.6, -0.2, -1.0], [-0.1, 0.3, 0.4], [0.1, 1.7, 1.1], [-0.3, -0.7, 1.3], [0.4, 0.6, -0.6]], "lowdin_charge": [0.718, -0.290, -0.517, -0.514, -0.521, 0.068, 0.065, -0.008], "total_charge": -1, "orbital_gap_ev": [7.45, 7.45], "total_energy_ev": -18062.0410, "e_homo_ha": [-0.125, -0.125], "relative_energy_ev": 2.819, "mol_weight_g_mol": 95.1}

{"formula": "C3H5LiO3Tl", "method": "ωB97M-V with the def2-TZVPD basis set", "species": ["Tl", "H", "O", "C", "Li", "H", "C", "H", "H", "O", "O", "H", "C"], "positions_angstrom": [[-2.43642, -2.15441, -0.48132], [2.21038, 0.91577, 0.20114], [-0.44944, -0.71757, 0.25284], [0.94287, -0.87620, -0.05885], [-2.78937, 0.89796, -1.26791], [1.07526, -1.57804, -0.88619], [-0.73837, 0.58548, 0.49195], [-0.44436, 0.73723, 2.45758], [1.57661, 0.67975, -1.46786], [-1.92559, 0.91802, 0.41668], [0.20252, 1.33824, -0.09741], [1.40651, -1.30149, 0.83834], [1.36939, 0.55525, -0.39899]], "forces_ev_per_a": [[-0.3, 0.1, -0.1], [-0.1, -0.1, -0.1], [0.7, -1.7, -0.5], [-0.2, -0.1, 0.7], [0.3, -0.1, 0.8], [-0.2, 0.1, 0.1], [0.3, 0.6, 3.0], [0.2, -0.3, -2.2], [0.1, 0.0, 0.3], [-1.8, 0.4, -1.1], [1.2, 0.7, -0.6], [0.2, 0.3, -0.2], [-0.2, 0.3, 0.1]], "lowdin_charge": [0.523, 0.128, -0.347, -0.126, 0.559, 0.123, -0.843, 0.072, 0.124, -0.214, -0.021, 0.129, -0.108], "orbital_gap_ev": [5.08, 6.07], "total_energy_ev": -14229.2100, "e_homo_ha": [-0.203, -0.245], "relative_energy_ev": 3.137, "multiplicity": 2, "mol_weight_g_mol": 300.4, "s2": 0.75}

{"formula": "C18H19MnN6O6Se", "method": "ωB97M-V with the def2-TZVPD basis set", "species": ["H", "O", "H", "H", "N", "H", "C", "C", "H", "H", "Mn", "O", "O", "H", "N", "C", "N", "H", "H", "C", "C", "O", "N", "C", "C", "H", "C", "H", "C", "N", "H", "H", "C", "O", "H", "C", "C", "H", "C", "H", "N", "H", "O", "C", "C", "H", "C", "C", "Se", "C", "H"], "positions_angstrom": [[2.00468, 1.29315, -5.23796], [-2.32795, 0.80644, -0.24428], [-2.97680, 4.10415, 2.76849], [3.04791, -2.30483, 3.01130], [-1.54330, 3.82647, 1.28445], [-0.34124, 2.06416, -4.81260], [0.17841, -2.42684, 5.58308], [1.40653, -2.98818, 5.90150], [-1.35636, 1.60494, -2.58429], [3.81932, -1.41631, -0.00562], [-0.41448, 0.19049, -0.01982], [1.22885, 3.32156, -0.73719], [-3.08563, -0.29236, -2.58082], [-3.62973, 4.09068, 1.11236], [-0.11010, 2.15502, 0.76039], [2.25411, -2.34402, 3.74392], [0.32113, 0.70622, -1.83055], [-1.34109, 0.83560, 2.46705], [3.21272, 0.09288, -3.43161], [-0.01125, -1.82240, 4.34939], [0.27049, 3.23372, -0.00570], [-0.31317, -0.50742, 1.92368], [1.36777, -0.57418, 0.07119], [1.02427, -1.77418, 3.42134], [1.53009, 1.12627, -4.27888], [-0.96554, -1.39145, 4.08057], [-0.76043, 4.35201, 0.19410], [-0.27634, 5.29756, 0.44137], [-1.14553, 2.55487, 1.50802], [-1.69665, 1.79534, 2.45368], [-1.34497, 4.46848, -0.72376], [1.55630, -3.46017, 6.86490], [-2.78435, 4.39728, 1.73619], [-1.37417, -1.42179, -0.79617], [-0.63615, -2.46504, 6.29582], [3.57730, -0.96719, -0.96439], [2.17601, -0.45384, -0.93253], [-2.68191, 1.90560, 2.62287], [2.20791, 0.45985, -3.27547], [3.40295, -3.38412, 5.22060], [1.76123, -1.20844, 1.21515], [4.27973, -0.15539, -1.16887], [-4.06904, -1.31085, -0.27473], [1.57619, 0.25501, -2.05219], [-0.33395, 1.32675, -2.80811], [3.70260, -1.72147, -1.74630], [0.23423, 1.56219, -4.04787], [2.44311, -2.94483, 4.97729], [-2.82850, -0.61316, -1.01976], [0.79363, -1.11855, 2.10399], [-2.70596, 5.48375, 1.71568]], "forces_ev_per_a": [[0.0, 0.0, 0.0], [-0.2, 0.2, 0.0], [0.0, 0.0, 0.0], [0.0, 0.0, 0.0], [0.0, 0.0, 0.1], [0.0, 0.0, 0.0], [0.0, 0.0, 0.0], [0.0, 0.0, 0.0], [0.0, 0.0, 0.0], [0.0, 0.0, 0.0], [0.3, -0.3, 0.0], [0.0, 0.0, 0.0], [-0.1, 0.0, -0.2], [0.0, 0.0, 0.0], [0.0, 0.1, 0.2], [0.0, 0.0, 0.0], [0.0, 0.1, 0.0], [0.0, 0.0, 0.0], [0.0, 0.0, 0.0], [0.0, 0.0, 0.0], [0.0, 0.0, -0.1], [-0.1, 0.0, 0.0], [-0.3, 0.2, -0.2], [0.0, -0.1, 0.1], [0.0, 0.0, 0.0], [0.0, 0.0, 0.0], [0.1, 0.0, 0.0], [0.0, 0.0, 0.0], [0.1, 0.0, -0.2], [0.0, -0.1, 0.1], [0.0, 0.0, 0.0], [0.0, 0.0, 0.0], [0.0, 0.0, 0.0], [0.1, -0.1, 0.1], [0.0, 0.0, 0.0], [0.0, 0.0, 0.0], [0.0, -0.1, 0.1], [0.0, 0.0, 0.0], [0.0, 0.0, 0.0], [0.0, 0.0, 0.0], [0.1, -0.1, 0.2], [0.0, 0.0, 0.0], [-0.1, -0.1, 0.2], [-0.1, 0.0, 0.0], [0.0, 0.0, 0.0], [0.0, 0.0, 0.0], [0.0, 0.0, 0.0], [0.0, 0.0, 0.0], [0.2, 0.1, 0.0], [0.0, 0.1, -0.2], [0.0, 0.0, 0.0]], "lowdin_charge": [0.100, -0.522, 0.084, 0.102, -0.093, 0.101, -0.092, -0.109, 0.105, 0.058, 0.572, 0.065, -0.490, 0.099, 0.116, -0.034, 0.050, 0.076, 0.103, -0.021, -0.460, -0.110, -0.032, -0.132, -0.072, 0.112, -0.040, 0.129, -0.406, 0.217, 0.138, 0.092, -0.036, -0.487, 0.096, -0.032, -0.248, 0.110, -0.014, 0.094, 0.100, 0.081, -0.485, -0.191, -0.093, 0.081, -0.049, -0.096, 0.789, -0.413, 0.087], "total_charge": -1, "orbital_gap_ev": [7.16, 6.16], "total_energy_ev": -136868.3419, "e_homo_ha": [-0.169, -0.132], "relative_energy_ev": 0.044, "multiplicity": 2, "mol_weight_g_mol": 549.3, "s2": 0.82}